{
  "formula": "C19H28Cl3F5O18",
  "method": "ωB97M-V/def2-TZVPD",
  "total_energy_ha": -3975.023938,
  "gap_ev": 10.8,
  "smiles": "O=C1OC[C@@H](F)O1.O=C1OC[C@@H](F)O1.O=C1OC[C@@H](F)O1.O=C1OC[C@@H](F)O1.O=C1OC[C@@H](F)O1.ClC(Cl)Cl.CO.CO.CO",
  "max_force_ev_per_a": 3.469,
  "species": ["O", "C", "O", "C", "C", "F", "O", "H", "H", "H", "O", "C", "O", "C", "C", "F", "O", "H", "H", "H", "O", "C", "O", "C", "C", "F", "O", "H", "H", "H", "O", "C", "O", "C", "C", "F", "O", "H", "H", "H", "O", "C", "O", "C", "C", "F", "O", "H", "H", "H", "Cl", "C", "Cl", "Cl", "H", "C", "O", "H", "H", "H", "H", "C", "O", "H", "H", "H", "H", "C", "O", "H", "H", "H", "H"],
  "xyz": [[3.933, -0.302, -2.552], [3.553, -1.453, -2.536], [3.601, -2.339, -3.525], [3.041, -3.566, -3.051], [2.921, -3.361, -1.580], [3.972, -3.910, -0.883], [3.128, -1.996, -1.417], [2.060, -3.749, -3.482], [3.726, -4.420, -3.193], [1.970, -3.624, -1.190], [-3.405, 0.492, 0.590], [-3.010, 0.726, -0.495], [-2.573, -0.224, -1.428], [-2.126, 0.432, -2.643], [-2.878, 1.750, -2.483], [-4.064, 1.747, -3.172], [-3.188, 1.903, -1.149], [-1.087, 0.672, -2.651], [-2.394, -0.224, -3.445], [-2.183, 2.548, -2.735], [-3.164, -2.620, 1.932], [-3.346, -1.661, 2.634], [-4.582, -1.141, 2.799], [-4.438, 0.015, 3.671], [-2.971, 0.152, 3.932], [-2.701, -0.057, 5.266], [-2.367, -0.887, 3.237], [-4.865, 0.777, 3.012], [-5.044, -0.102, 4.596], [-2.622, 1.145, 3.726], [-3.094, 7.201, 4.167], [-2.888, 6.091, 3.834], [-1.694, 5.429, 3.625], [-1.902, 4.109, 3.154], [-3.489, 3.978, 3.208], [-3.860, 3.169, 4.263], [-3.949, 5.234, 3.517], [-1.697, 4.006, 2.089], [-1.466, 3.299, 3.765], [-3.993, 3.644, 2.283], [6.456, -4.881, 1.782], [5.425, -4.254, 1.767], [4.311, -4.623, 2.446], [3.372, -3.569, 2.252], [4.171, -2.389, 1.734], [4.543, -1.561, 2.755], [5.298, -2.980, 1.219], [2.593, -3.823, 1.564], [2.835, -3.395, 3.174], [3.683, -1.821, 0.959], [0.805, -0.212, -0.486], [0.098, -0.369, 1.131], [0.531, 1.070, 2.129], [0.795, -1.867, 1.841], [-0.983, -0.461, 1.148], [-1.070, -3.429, -1.966], [-0.154, -4.516, -1.657], [-1.191, -2.805, -1.104], [-0.571, -2.826, -2.720], [-2.134, -3.689, -2.285], [-0.527, -5.155, -1.044], [0.181, 2.798, -5.144], [0.142, 2.138, -3.861], [0.404, 3.906, -5.063], [0.961, 2.343, -5.708], [-0.813, 2.713, -5.559], [0.919, 2.373, -3.289], [3.229, 3.413, -1.814], [2.879, 2.386, -2.708], [4.304, 3.584, -1.802], [2.633, 4.276, -2.199], [2.907, 3.213, -0.819], [3.102, 1.534, -2.361]],
  "lowdin_charge": [0.14, -0.56, 0.12, -0.03, -0.29, 0.08, 0.08, 0.14, 0.16, 0.14, 0.19, -0.49, 0.03, -0.04, -0.32, 0.07, 0.14, 0.07, 0.14, 0.16, 0.15, -0.53, 0.07, -0.04, -0.33, 0.05, 0.10, 0.13, 0.16, 0.13, 0.20, -0.48, 0.07, -0.06, -0.30, 0.03, 0.11, 0.13, 0.13, 0.17, 0.16, -0.49, 0.10, -0.13, -0.36, 0.07, 0.12, 0.08, 0.12, 0.13, 0.62, -1.42, 0.54, 0.62, -0.01, -0.13, -0.14, 0.04, 0.07, 0.11, 0.08, -0.12, -0.18, 0.10, 0.06, 0.07, 0.06, -0.14, -0.13, 0.08, 0.10, 0.06, 0.02]
}